# 1
{"formula": "C38H22Cl5F12N4O3Zr", "method": "ωB97M-V with the def2-TZVPD basis set", "homo_energy_ev": -4.768, "orbital_gap_ev": 6.24, "charge": -1, "lumo_ev": 1.47, "symbols": ["H", "C", "C", "C", "C", "C", "C", "N", "H", "F", "C", "C", "F", "F", "N", "H", "H", "H", "C", "Zr", "F", "H", "O", "F", "O", "Cl", "F", "C", "C", "H", "H", "C", "C", "H", "Cl", "H", "Cl", "H", "H", "N", "C", "C", "O", "C", "H", "H", "C", "H", "C", "C", "Cl", "C", "C", "H", "C", "C", "C", "H", "C", "H", "C", "C", "C", "F", "Cl", "C", "C", "F", "C", "F", "C", "C", "F", "H", "H", "C", "F", "C", "H", "F", "H", "C", "C", "N", "C"], "xyz": [[-4.00, -1.89, -2.55], [-2.51, -0.66, -1.58], [-0.09, -0.48, 1.93], [-1.84, 4.10, -1.07], [0.45, 4.21, 3.37], [0.12, 5.36, 2.66], [1.75, -4.32, -0.21], [1.84, -9.59, 0.86], [0.07, -7.16, -0.93], [-1.36, -1.29, -2.28], [-0.10, 5.20, 1.31], [1.82, -8.46, 0.63], [0.39, 4.83, -2.98], [-2.45, 4.95, -0.24], [0.59, 1.56, 0.76], [0.59, 4.26, 4.44], [0.03, -4.76, -1.43], [-0.31, -2.67, -1.06], [0.43, 2.81, 1.35], [-0.73, 0.93, -1.04], [-2.39, 2.86, -0.81], [-1.10, 6.85, 3.66], [0.01, 2.75, -1.46], [-2.78, -1.66, 3.04], [-1.82, 0.72, 0.68], [1.89, 0.89, -3.09], [-3.69, 0.19, 2.37], [-2.53, -0.40, 2.64], [2.11, 0.39, 2.29], [2.84, 1.18, 2.11], [-0.39, 6.07, 0.74], [0.57, 0.55, -5.40], [-3.68, -0.85, -2.51], [1.86, -3.88, 3.41], [2.12, 0.11, -6.05], [2.85, -2.90, 4.49], [-0.38, 0.28, -7.93], [1.15, -3.16, 4.84], [0.56, 6.77, 4.23], [0.91, -0.94, -0.90], [0.86, 0.51, 1.67], [-0.80, 1.11, -3.43], [-1.73, -1.57, 0.62], [-2.70, -1.58, -0.37], [-3.41, -0.53, -3.51], [2.70, 0.15, -0.47], [-1.53, -0.36, 1.41], [3.74, -2.31, 0.06], [0.64, -2.22, -0.86], [0.46, 5.03, -1.66], [-3.42, 1.84, -3.77], [0.79, -5.16, -0.77], [1.52, -1.75, 3.24], [3.50, -6.61, 1.56], [0.58, 2.99, 2.74], [-0.30, 3.93, -0.85], [0.26, -1.61, 2.67], [3.41, -0.78, 3.52], [1.79, -7.04, 0.34], [0.19, 7.51, 2.67], [2.24, -0.81, -0.53], [0.04, 3.98, 0.64], [2.43, -0.71, 3.06], [-3.92, -1.33, 0.17], [-3.11, 1.22, -6.76], [1.86, -2.99, 4.04], [-1.75, 1.05, -5.70], [-0.02, 6.27, -1.43], [2.75, -6.20, 0.90], [1.76, 5.02, -1.33], [-0.53, 0.64, -6.24], [0.41, 0.82, -4.05], [-2.17, 4.43, -2.31], [-0.47, -2.40, 2.81], [0.81, 2.13, 3.36], [2.73, -4.85, 0.63], [-2.72, -2.90, -0.75], [-1.85, 1.29, -4.33], [-4.52, -0.24, -2.19], [-2.00, 0.25, 3.69], [3.45, -4.19, 1.10], [-0.07, 6.69, 3.34], [2.76, -2.02, -0.25], [1.73, -2.93, -0.47], [0.81, -6.51, -0.49]]}

# 2
{"formula": "C52H55Cl10N7O14", "method": "ωB97M-V with the def2-TZVPD basis set", "homo_energy_ev": -9.345, "orbital_gap_ev": 7.99, "charge": 0, "lumo_ev": -1.36, "symbols": ["C", "C", "C", "O", "C", "C", "Cl", "O", "C", "H", "H", "H", "N", "H", "O", "C", "N", "C", "O", "H", "H", "C", "C", "O", "Cl", "H", "C", "O", "C", "C", "O", "H", "C", "Cl", "H", "H", "H", "C", "Cl", "C", "C", "H", "O", "O", "C", "C", "O", "H", "C", "N", "N", "Cl", "C", "C", "Cl", "C", "C", "H", "H", "H", "O", "N", "O", "H", "C", "Cl", "H", "H", "H", "C", "O", "H", "H", "C", "C", "C", "H", "C", "H", "H", "C", "H", "O", "C", "H", "H", "H", "C", "H", "H", "H", "C", "H", "C", "C", "H", "C", "C", "H", "H", "H", "H", "Cl", "Cl", "H", "H", "C", "H", "H", "C", "C", "C", "N", "C", "H", "C", "H", "H", "C", "C", "N", "C", "C", "C", "H", "H", "C", "C", "Cl", "C", "H", "H", "H", "H", "H", "H", "H", "H"], "xyz": [[-1.61, -0.62, -0.44], [-6.28, -6.32, 2.57], [-1.50, 6.21, 0.59], [4.15, 0.49, -4.45], [5.37, -1.84, 1.60], [1.63, 6.31, 2.14], [-0.78, 2.70, 6.81], [3.08, -1.09, 0.19], [-4.98, -3.83, 2.33], [4.81, -4.90, 3.94], [2.13, 4.11, -0.38], [-4.38, -2.93, 2.27], [0.35, 7.84, -2.25], [1.14, 6.40, 3.10], [-5.30, -6.53, -0.79], [-1.15, -4.51, 2.61], [1.02, -2.77, 5.15], [2.57, 7.43, 0.25], [1.18, 2.84, 1.45], [3.05, 6.12, -1.44], [4.15, 1.79, 1.37], [0.55, 4.53, -5.91], [-1.00, 1.61, -1.14], [0.76, 3.96, 3.21], [-1.50, -4.89, -2.00], [-0.91, -6.51, 1.90], [-0.52, -5.76, 2.58], [4.95, 2.49, -4.47], [-5.03, -4.20, -3.43], [1.67, 5.11, 1.44], [-2.64, -2.47, 0.42], [-0.82, -2.47, 3.30], [6.46, -2.56, 2.06], [0.04, 2.97, -6.63], [-4.90, -4.32, 0.23], [0.60, -5.93, -2.24], [-1.13, -1.62, -6.55], [-5.80, -5.86, 1.36], [2.21, -4.79, 0.07], [-1.66, 4.78, -1.34], [0.04, 0.62, 0.78], [1.97, 5.18, -4.38], [1.95, -1.59, 1.94], [0.82, -1.61, 4.86], [-0.53, -3.51, 3.36], [4.63, 2.88, -0.42], [-2.99, -2.00, -1.64], [7.47, -2.33, 1.74], [-5.29, -2.79, -3.91], [4.49, 1.53, -3.91], [1.16, 3.88, 2.07], [-3.34, -0.75, -6.52], [-0.58, 1.71, 4.26], [4.71, 2.75, -1.81], [-6.64, -2.01, -3.01], [-0.62, 2.98, 5.05], [0.54, -6.05, 3.43], [2.08, 8.42, 2.08], [7.16, -4.08, 3.33], [-0.54, 5.47, -3.07], [0.40, 8.95, -1.79], [2.97, -1.66, 1.26], [0.88, 7.43, -3.27], [0.26, 1.05, 4.50], [4.11, -2.32, 1.90], [1.18, 3.12, -3.60], [-6.42, -5.83, 4.67], [-4.42, -2.15, -3.80], [-1.76, 6.39, 1.62], [0.10, -5.41, -1.43], [-6.79, -7.64, 0.29], [1.86, -5.38, 4.91], [3.16, -0.06, 0.24], [2.10, 7.47, 1.56], [-1.30, -0.10, -4.92], [-5.41, -4.31, 3.56], [0.84, 0.63, 1.51], [2.18, 5.06, 0.14], [-2.46, 4.28, 0.53], [-0.48, 1.84, 3.18], [4.12, 1.82, 0.29], [-0.28, 5.00, -5.37], [1.61, -3.15, 6.13], [3.57, 0.73, -0.37], [-1.54, 3.51, 4.80], [0.23, 3.63, 4.84], [-5.05, -3.80, 4.45], [4.26, 1.61, -2.47], [-5.58, -2.76, -4.96], [-0.96, 0.80, -5.41], [-0.18, -6.09, -0.63], [-5.17, -4.65, 1.22], [1.27, -3.53, -1.60], [-0.85, 7.14, -0.20], [6.25, -3.62, 2.96], [-2.10, 0.15, -4.23], [1.00, -5.11, 4.32], [0.49, -3.81, 4.25], [0.56, 2.56, -0.13], [5.02, 3.78, 0.03], [2.48, 3.81, -5.39], [-4.60, -4.23, -2.42], [0.03, -0.52, -3.83], [-2.13, 0.82, 4.33], [-1.94, 3.84, -1.80], [-0.75, 8.12, 0.25], [3.89, -3.37, 2.78], [-0.58, -1.34, 1.33], [5.15, 3.56, -2.37], [-0.74, -0.51, 0.65], [-1.78, -1.23, -5.77], [0.82, -4.20, -0.86], [-6.00, -6.71, 0.19], [-0.77, 5.62, -2.03], [-5.93, -4.80, -3.35], [1.63, 4.27, -4.88], [-2.08, -2.05, -5.13], [2.94, -3.77, 3.10], [4.97, -4.03, 3.32], [-0.46, 6.87, -1.50], [-2.47, -1.77, -0.56], [-6.11, -5.50, 3.69], [2.63, 6.23, -0.45], [-0.09, 1.70, -0.10], [-1.95, -4.21, 1.96], [-6.75, -7.27, 2.78], [-1.86, 5.01, 0.00], [-1.76, 0.45, -1.28], [-3.88, -4.95, -4.56], [3.64, 0.60, -1.74], [1.03, -7.02, 3.35], [-2.41, 0.34, -2.14], [3.15, -0.27, -2.16], [5.50, -1.07, 0.85], [-0.93, 2.36, -1.92], [0.88, 5.22, -6.68], [2.88, 8.37, -0.18], [0.18, -3.63, -0.19]]}